1.
The following is a DFT calculation (the ωB97M-V functional and the def2-TZVPD basis) of a cluster of 2 separate species, CH6ClN2S in total at a distorted geometry.

Calculated values
Relative energy (zero: lowest compared OMol25 entry of this formula, charge and spin) ... 42.8 kcal per mole
LUMO level ... -4.986 eV
Net charge ... +1
Frontier orbital gap ... 9.5478 eV
E_HOMO ... -0.534 Eh

Last column: natural (NBO) charge in e.
Cartesian coordinates (Å):
C: 1.147 0.956 1.713  0.048
N: -1.177 -0.232 -1.342  -0.868
N: 0.100 0.769 1.123  -0.661
S: -0.609 -1.764 -1.487  0.772
Cl: -1.289 0.804 -2.752  0.211
H: 1.335 1.231 2.755  0.185
H: 2.168 0.974 1.235  0.175
H: -0.217 -1.709 -2.790  0.157
H: -0.693 0.781 1.851  0.380
H: -0.536 0.229 -0.392  0.476
H: -1.635 -2.308 -2.058  0.124

Force components x, y, z for each atom (eV/Å):
5.8 1.3 1.3
1.6 2.0 2.8
-5.0 -1.2 -0.2
0.6 1.0 -1.3
0.2 -1.0 0.9
-1.0 -0.3 0.2
-1.2 -0.3 -0.3
1.1 -0.1 0.2
1.0 0.1 -1.6
-1.3 -0.3 -2.0
-1.8 -1.2 -0.1

2.
The following is a DFT calculation (the ωB97M-V functional and the def2-TZVPD basis) of an isolated molecule of C3H5N3 at a distorted geometry.

Calculated values
Relative energy (zero: lowest compared OMol25 entry of this formula, charge and spin) ... 86.9 kcal per mole
LUMO level (spin up / spin down) ... -0.277 / -0.277 eV
Frontier orbital gap (spin up / spin down) ... 7.5482 / 7.5474 eV
E_HOMO (spin up / spin down) ... -0.288 / -0.288 Eh

Last column: natural (NBO) charge in e.
Cartesian coordinates (Å):
N: -0.984 -0.595 -1.753  -0.680
C: 0.033 -0.282 -1.034  0.327
C: 0.278 -1.154 0.168  0.191
N: 0.513 -0.332 1.122  -0.463
C: 0.278 1.065 0.503  -0.054
N: 0.622 0.915 -0.818  -0.661
H: -1.219 0.271 -2.251  0.351
H: -1.022 1.013 0.566  0.136
H: 0.063 -2.206 0.311  0.227
H: 0.572 -0.503 2.114  0.421
H: 0.866 1.809 1.073  0.206

Force components x, y, z for each atom (eV/Å):
0.4 -0.2 -0.5
-0.7 -0.1 -0.2
-0.1 0.1 0.4
-0.3 -0.4 -0.1
-1.3 0.5 0.3
-0.3 -0.1 -0.1
-0.1 -0.3 -0.2
3.0 1.0 0.7
0.3 0.0 -0.1
-0.1 -0.4 0.0
-0.9 -0.1 -0.2

3.
The following is a DFT calculation (the ωB97M-V functional and the def2-TZVPD basis) of a structure of composition C49H40CrN9O2P2SSe2 at a distorted geometry.

Calculated values
Relative energy (zero: lowest compared OMol25 entry of this formula, charge and spin) ... 0.0 kcal per mole
LUMO level (spin up / spin down) ... -0.743 / -0.273 eV
Frontier orbital gap (spin up / spin down) ... 6.8233 / 7.2925 eV
E_HOMO (spin up / spin down) ... -0.278 / -0.278 Eh
<S²> ... 0.759
2S+1 ... 2

Last column: Löwdin charge in e.
Cartesian coordinates (Å):
Cr: -1.122 0.313 0.436  0.329
C: -2.752 4.226 0.893  -0.002
C: -2.070 2.972 0.472  -0.272
N: -1.904 1.945 1.233  -0.088
N: -2.383 2.009 2.500  0.025
C: -2.028 0.991 3.241  -0.808
N: -2.512 0.964 4.503  0.086
S: -1.008 -0.316 2.739  0.741
C: -1.546 2.798 -0.872  -0.212
C: -1.404 3.846 -1.772  0.021
C: -0.817 3.612 -2.997  -0.031
C: -0.401 2.323 -3.307  -0.034
C: -0.584 1.326 -2.373  -0.101
N: -1.143 1.548 -1.180  0.016
H: -3.177 4.089 1.881  0.068
H: -3.546 4.465 0.182  0.097
H: -2.047 5.060 0.922  0.096
H: -2.968 1.785 4.859  0.100
H: -2.134 0.295 5.148  0.082
H: -1.733 4.835 -1.486  0.118
H: -0.676 4.421 -3.702  0.115
H: 0.058 2.090 -4.258  0.110
H: -0.282 0.307 -2.573  0.070
Se: 5.240 3.764 0.143  0.301
P: 4.744 1.737 0.200  0.494
C: 5.394 0.932 -1.284  -0.375
C: 6.715 0.489 -1.283  -0.085
C: 7.329 0.142 -2.476  -0.076
C: 6.631 0.253 -3.671  -0.084
C: 5.315 0.693 -3.674  -0.078
C: 4.694 1.032 -2.482  -0.094
C: 5.463 0.838 1.609  -0.347
C: 5.350 -0.547 1.670  -0.102
C: 5.893 -1.249 2.733  -0.075
C: 6.554 -0.560 3.742  -0.078
C: 6.662 0.823 3.688  -0.071
C: 6.120 1.526 2.620  -0.093
C: 2.954 1.421 0.306  -0.388
C: 2.000 0.399 0.125  -0.379
N: 0.805 0.962 0.474  -0.189
N: 1.010 2.217 0.830  -0.003
N: 2.276 2.505 0.741  -0.001
P: 1.861 -1.361 -0.221  0.719
Se: -0.197 -1.816 -0.666  0.606
C: 2.892 -2.051 -1.546  -0.342
C: 2.327 -2.192 -2.811  -0.112
C: 3.017 -2.857 -3.812  -0.068
C: 4.272 -3.390 -3.557  -0.069
C: 4.848 -3.237 -2.304  -0.062
C: 4.163 -2.570 -1.300  -0.089
C: 2.314 -2.215 1.309  -0.357
C: 2.331 -1.515 2.510  -0.107
C: 2.540 -2.196 3.700  -0.067
C: 2.742 -3.567 3.691  -0.072
C: 2.721 -4.269 2.492  -0.068
C: 2.496 -3.599 1.301  -0.082
H: 7.262 0.441 -0.349  0.110
H: 8.357 -0.199 -2.476  0.105
H: 7.117 -0.003 -4.606  0.103
H: 4.773 0.780 -4.608  0.104
H: 3.676 1.406 -2.476  0.107
H: 4.829 -1.069 0.879  0.067
H: 5.794 -2.328 2.776  0.107
H: 6.986 -1.104 4.573  0.104
H: 7.173 1.355 4.481  0.105
H: 6.196 2.605 2.553  0.058
H: 1.331 -1.813 -2.998  0.058
H: 2.566 -2.971 -4.790  0.108
H: 4.804 -3.925 -4.334  0.108
H: 5.831 -3.641 -2.098  0.111
H: 4.616 -2.479 -0.322  0.088
H: 2.181 -0.442 2.519  0.101
H: 2.539 -1.649 4.634  0.114
H: 2.909 -4.095 4.622  0.106
H: 2.864 -5.342 2.485  0.107
H: 2.442 -4.148 0.370  0.114
O: -2.757 -2.559 1.022  0.003
C: -3.428 -1.660 0.567  -0.570
N: -4.776 -1.734 0.329  0.157
C: -5.345 -0.480 -0.122  -0.274
C: -4.055 0.358 -0.243  -0.410
O: -4.041 1.493 -0.675  0.093
N: -2.981 -0.368 0.200  0.036
C: -6.292 0.081 0.934  -0.146
C: -5.924 1.119 1.782  -0.007
C: -6.789 1.541 2.785  -0.071
C: -8.022 0.929 2.951  -0.092
C: -8.392 -0.111 2.107  -0.079
C: -7.534 -0.528 1.103  -0.035
C: -5.981 -0.570 -1.504  -0.150
C: -6.834 0.438 -1.942  -0.023
C: -7.366 0.399 -3.223  -0.075
C: -7.048 -0.645 -4.080  -0.095
C: -6.189 -1.646 -3.652  -0.082
C: -5.654 -1.607 -2.371  -0.022
H: -5.328 -2.498 0.677  0.160
H: -4.961 1.601 1.664  0.098
H: -6.494 2.353 3.439  0.102
H: -8.697 1.263 3.729  0.100
H: -9.352 -0.596 2.236  0.102
H: -7.832 -1.327 0.431  0.122
H: -7.074 1.260 -1.279  0.124
H: -8.027 1.192 -3.550  0.102
H: -7.467 -0.678 -5.078  0.099
H: -5.928 -2.460 -4.318  0.100
H: -4.977 -2.386 -2.042  0.113

Force components x, y, z for each atom (eV/Å):
-0.2 -1.3 0.6
0.0 0.0 0.0
-0.1 -0.1 0.3
-0.1 0.5 0.0
-0.2 0.1 0.3
0.0 0.1 -0.1
0.1 -0.1 0.0
0.1 0.1 -0.6
0.2 -0.1 -0.2
-0.1 0.1 0.1
0.0 -0.1 0.0
-0.1 0.1 0.0
-0.1 -0.1 0.0
0.1 0.4 -0.2
0.0 0.0 0.0
0.0 0.0 0.0
0.0 0.0 0.0
0.0 0.0 0.0
0.0 0.0 0.0
0.0 0.0 0.0
0.0 0.0 0.0
0.0 0.0 0.0
0.0 0.0 0.1
0.0 0.1 0.0
0.0 -0.1 0.0
0.0 0.0 0.1
-0.1 -0.1 0.0
0.0 0.0 0.0
0.0 -0.1 -0.1
-0.1 -0.1 0.0
0.0 -0.1 0.0
0.0 0.0 -0.1
0.0 0.1 0.1
0.0 0.0 0.0
0.0 0.0 0.0
0.0 0.0 0.0
0.0 0.0 0.0
-0.2 -0.1 -0.1
0.0 0.2 0.0
0.7 0.0 -0.2
0.0 -0.1 0.0
0.0 0.0 0.0
0.0 0.0 0.2
-0.1 0.2 0.2
0.1 0.1 0.1
0.0 0.0 -0.1
0.0 0.0 -0.1
0.1 0.0 0.0
0.0 0.1 0.0
0.0 0.0 0.0
0.1 0.0 -0.1
0.0 0.0 0.0
0.0 0.0 0.0
0.0 0.0 0.0
0.0 0.0 -0.1
0.0 0.1 0.1
0.0 0.0 0.0
0.0 0.0 0.0
0.0 0.0 0.0
0.0 0.0 0.0
0.0 0.0 0.0
0.0 0.0 0.1
0.0 0.0 0.0
0.0 0.0 0.0
0.0 0.0 0.0
0.0 0.0 0.0
0.0 0.0 0.0
0.0 0.0 0.0
0.0 0.0 0.0
0.0 0.0 0.0
0.0 -0.1 0.0
0.0 0.0 0.0
0.0 0.0 0.0
0.0 0.0 0.0
0.0 0.0 0.0
0.0 0.0 0.0
0.0 0.1 -0.1
-0.1 0.0 0.1
0.0 0.2 -0.2
0.0 -0.2 0.0
0.2 0.0 0.1
-0.2 -0.1 -0.1
-0.1 -0.1 -0.3
0.0 0.0 0.0
0.0 0.0 0.0
0.0 0.0 0.0
0.0 0.0 0.0
0.0 0.0 0.0
0.0 0.0 0.0
0.0 0.0 0.0
0.0 0.0 0.0
0.0 0.0 0.0
0.0 0.0 0.0
0.0 0.0 0.0
0.0 0.0 0.0
0.1 0.0 0.1
-0.1 0.0 0.1
0.0 0.0 0.0
0.0 0.0 0.0
0.0 0.0 0.0
0.0 0.0 0.0
0.0 0.0 0.0
0.0 0.0 0.0
0.0 0.0 0.0
0.0 0.0 0.0
0.0 0.0 0.0

4.
The following is a DFT calculation (the ωB97M-V functional and the def2-TZVPD basis) of a structure of composition C29H38DyN2O2P3 at a distorted geometry.

Calculated values
LUMO level (spin up / spin down) ... -6.133 / -5.390 eV
Net charge ... +2
Frontier orbital gap (spin up / spin down) ... 7.3682 / 8.1366 eV
E_HOMO (spin up / spin down) ... -0.496 / -0.497 Eh
<S²> ... 9.237
2S+1 ... 6

Last column: Löwdin charge in e.
Cartesian coordinates (Å):
Dy: 0.683 0.729 -1.609  1.175
P: 2.552 -1.199 -1.028  0.785
C: 2.630 -1.240 -2.904  -0.297
C: 1.337 -1.732 -3.559  -0.328
N: 0.193 -1.160 -3.113  -0.031
C: -0.998 -1.574 -3.609  -0.300
C: -1.062 -2.508 -4.635  0.004
C: 0.111 -3.046 -5.152  0.003
C: 1.326 -2.664 -4.588  0.005
C: -2.281 -1.014 -3.027  -0.269
P: -2.056 0.608 -2.162  0.811
H: 2.277 -3.065 -4.930  0.129
H: -2.043 -2.789 -5.017  0.134
H: 0.077 -3.752 -5.978  0.132
H: -3.032 -0.883 -3.824  0.107
H: -2.697 -1.723 -2.287  0.107
H: 2.841 -0.178 -3.239  0.087
H: 3.484 -1.888 -3.154  0.106
H: 1.024 3.109 -2.935  0.048
O: 1.666 2.297 -2.950  -0.206
H: 2.228 2.329 -3.742  0.100
H: -0.155 3.456 -1.409  0.060
O: -0.272 3.745 -2.348  -0.055
H: -0.454 4.705 -2.320  0.121
C: -2.598 1.743 -3.484  -0.259
H: -3.644 1.530 -3.737  0.061
H: -2.482 2.780 -3.149  0.036
H: -1.981 1.597 -4.376  0.057
C: -3.528 0.633 -1.085  -0.233
H: -3.476 1.530 -0.452  0.059
H: -4.449 0.666 -1.687  0.066
H: -3.548 -0.247 -0.431  0.035
C: 2.462 -2.947 -0.581  -0.239
H: 3.322 -3.474 -1.013  0.068
H: 2.464 -3.050 0.513  0.041
H: 1.540 -3.394 -0.970  0.054
C: 4.239 -0.769 -0.522  -0.232
H: 4.217 -0.556 0.556  0.050
H: 4.916 -1.606 -0.733  0.067
H: 4.574 0.133 -1.050  0.058
N: 0.255 1.241 0.334  -0.486
P: -0.042 0.714 1.782  0.762
C: -1.338 -0.555 1.873  -0.275
C: -2.560 -0.322 2.523  -0.065
C: -3.565 -1.292 2.506  -0.056
C: -3.389 -2.478 1.791  -0.064
C: -2.202 -2.687 1.080  -0.079
C: -1.179 -1.738 1.128  -0.120
C: 1.369 0.067 2.733  -0.276
C: 1.747 -1.286 2.673  -0.099
C: 2.938 -1.712 3.272  -0.080
C: 3.727 -0.808 3.990  -0.062
C: 3.340 0.532 4.079  -0.055
C: 2.180 0.970 3.439  -0.070
C: -0.625 2.033 2.863  -0.337
C: -0.873 1.839 4.234  -0.092
C: -1.272 2.926 5.019  -0.052
C: -1.404 4.197 4.443  -0.057
C: -1.145 4.387 3.081  -0.065
C: -0.767 3.300 2.287  -0.088
H: -2.730 0.609 3.059  0.102
H: -4.493 -1.121 3.052  0.119
H: -4.172 -3.240 1.777  0.118
H: -2.060 -3.600 0.495  0.112
H: -0.254 -1.914 0.571  0.075
H: 1.109 -2.005 2.164  0.078
H: 3.243 -2.759 3.186  0.113
H: 4.644 -1.151 4.475  0.117
H: 3.945 1.239 4.647  0.117
H: 1.897 2.021 3.501  0.114
H: -0.765 0.853 4.689  0.124
H: -1.479 2.786 6.081  0.116
H: -1.707 5.050 5.052  0.115
H: -1.229 5.374 2.621  0.109
H: -0.554 3.401 1.221  0.069

Force components x, y, z for each atom (eV/Å):
-0.4 0.1 1.2
0.1 -0.4 -0.1
0.1 0.2 -0.1
0.0 0.2 -0.1
-0.2 -0.6 0.1
0.1 0.1 0.0
0.0 -0.1 -0.1
-0.1 0.1 0.2
0.3 0.1 0.3
0.1 0.0 0.0
-1.2 -0.4 -0.5
-0.2 0.0 -0.1
0.3 0.0 0.0
0.0 0.1 0.2
0.2 -0.2 0.3
0.2 0.2 -0.3
0.1 -1.1 0.1
-0.2 0.4 -0.4
0.8 -0.8 -0.2
-0.1 1.0 -0.7
-0.2 0.1 0.4
-0.4 0.7 -0.5
0.0 0.2 1.0
0.1 -0.5 0.0
0.1 0.2 -0.1
0.2 0.1 0.0
-0.2 -0.3 -0.2
-0.1 0.1 0.1
0.1 0.1 0.4
-0.1 -0.2 -0.1
0.3 0.0 0.1
0.1 0.2 -0.1
-0.3 -0.4 0.0
-0.2 0.0 0.2
0.1 0.0 -0.3
0.1 0.0 0.1
0.1 0.2 -0.1
0.1 -0.1 -0.2
-0.1 0.3 0.1
0.0 -0.2 0.2
0.3 -0.1 -0.8
-0.4 0.2 1.2
-0.4 -0.2 -0.5
0.1 -0.3 0.0
0.1 -0.1 -0.1
0.1 0.1 0.0
0.2 0.0 0.0
-0.4 0.1 0.1
0.5 -0.3 -0.2
0.3 0.3 0.1
-0.1 0.0 0.0
-0.1 0.1 -0.2
0.0 -0.2 -0.1
0.0 -0.1 0.0
-0.1 0.5 0.0
-0.1 0.5 0.0
0.1 -0.1 -0.3
0.1 0.0 -0.3
0.0 -0.2 0.0
-0.1 -0.1 0.5
0.1 -0.2 -0.1
0.3 0.0 -0.2
0.3 0.3 0.0
-0.1 0.3 0.2
-0.2 0.0 0.1
0.2 0.1 0.2
-0.1 0.3 0.1
-0.3 0.1 -0.1
-0.2 -0.2 -0.2
0.1 -0.3 0.0
0.0 0.2 -0.1
0.1 0.0 -0.3
0.1 -0.3 -0.1
0.0 -0.3 0.3
-0.1 0.1 0.4